1.
The following is a quantum chemistry calculation of a structure of composition C3HMnO2 at a distorted geometry, from OMol25.

Cartesian coordinates (Å):
C1 -0.5428 2.9560 -0.0581
C2 -0.7957 -1.2075 0.0566
H1 0.9738 -2.1834 -0.0481
C3 0.4996 -1.1889 -0.0810
Mn1 1.5319 0.4902 0.1229
O1 0.2965 2.1888 -0.0213
O2 -1.9633 -1.0552 0.0290

Properties
LUMO (alpha / beta): -0.225 / -0.236 Ha
calculated total energy: -1416.02798 Ha
ΔE to the lowest compared entry with this formula, charge and spin: 0.000 eV
HOMO energy (alpha / beta): -13.41 / -13.60 eV
charge: +1
multiplicity: 6

Results of the natural (NBO) charge analysis, in e, for atoms 1 through 6: 0.743, 0.715, 0.299, -1.170, 1.539, -0.710

=====

2.
The following is a quantum chemistry calculation of the ion C3HN2O2 with charge -1 at a distorted geometry, from OMol25.

Cartesian coordinates (Å):
H1 -2.2876 -0.6437 0.4153
N1 2.1557 -1.8318 -0.2058
C1 1.1992 -1.2403 0.0095
N2 -1.3232 -0.8678 0.3943
O1 -0.2853 1.8525 0.8628
O2 0.7489 1.7056 -1.1717
C2 -0.3174 -0.2488 -0.0946
C3 0.1097 1.2745 -0.2098

Properties
LUMO: 0.157 Ha
calculated total energy: -374.91341 Ha
ΔE to the lowest compared entry with this formula, charge and spin: 1.945 eV
HOMO energy: -5.15 eV
SMILES: [H]/N=C(/C#N)C(=O)[O-]
charge: -1

Results of the natural (NBO) charge analysis, in e, for atoms 1 through 6: 0.378, -0.456, 0.209, -0.668, -0.726, -0.698

=====

3.
The following is a quantum chemistry calculation of a cluster of 2 separate species, C3HN6 in total at a distorted geometry, from OMol25.

Cartesian coordinates (Å):
C1 -0.7575 -0.4318 0.1474
N1 -2.0052 -0.3608 -0.3711
N2 -2.3075 0.9252 -0.3523
C2 2.1480 -0.2652 -1.0898
N3 -1.3463 1.5919 0.2396
H1 2.0294 1.3839 0.3455
N4 2.1373 0.6187 -0.3707
N5 0.5447 -2.6131 0.4463
N6 -0.3786 0.7905 0.6258
C3 -0.0642 -1.6393 0.3794

Properties
LUMO: 0.162 Ha
calculated total energy: -443.44484 Ha
ΔE to the lowest compared entry with this formula, charge and spin: 0.000 eV
HOMO energy: -5.55 eV
charge: -1

Results of the natural (NBO) charge analysis, in e, for atoms 1 through 6: 0.037, -0.298, -0.156, 0.244, -0.157, 0.476

=====

4.
The following is a quantum chemistry calculation of the ion C3HN9O with charge -2 at a distorted geometry, from OMol25.

Cartesian coordinates (Å):
N1 1.5689 1.3460 0.0726
N2 -2.6448 -2.6695 -0.8384
O1 3.3451 1.7124 -1.1772
N3 -1.9394 -1.5075 0.8409
N4 2.2690 1.0548 -0.9763
N5 1.7966 2.2469 1.0792
C1 0.3601 0.6592 0.4158
H1 0.3493 -0.3619 -1.3744
N6 -0.0259 1.1821 1.6080
C2 -0.1737 -0.2576 -0.4294
N7 -1.7024 -1.8946 -1.3297
N8 -2.7809 -2.4453 0.4508
N9 0.8402 2.0975 1.9304
C3 -1.2624 -1.1626 -0.2724

Properties
LUMO (alpha / beta): 0.250 / 0.240 Ha
calculated total energy: -682.82837 Ha
HOMO energy (alpha / beta): 0.13 / 0.20 eV
SMILES: [O-][N-]n1nnnc1C=C1N=NN=N1
charge: -2

Results of the natural (NBO) charge analysis, in e, for atoms 1 through 6: -0.068, -0.208, -0.547, -0.353, 0.131, -0.253

=====

5.
The following is a quantum chemistry calculation of the ion C3HNO3S with charge -2 at a distorted geometry, from OMol25.

Cartesian coordinates (Å):
O1 3.8951 1.8760 -0.6824
H1 -0.9242 0.3374 -0.5039
C1 3.5842 -1.0847 -0.1793
C2 3.8126 0.6485 -0.2953
N1 -0.1874 -0.3822 -0.5478
O2 4.2476 0.0911 0.7954
S1 1.9562 -1.5678 0.3627
O3 0.7353 0.6338 1.3180
C3 0.6606 -0.1796 0.4014

Properties
LUMO: 0.237 Ha
calculated total energy: -793.44036 Ha
ΔE to the lowest compared entry with this formula, charge and spin: 3.657 eV
HOMO energy: 0.50 eV
SMILES: [H]/N=C(\[O-])SC1=C([O-])O1
charge: -2

Results of the natural (NBO) charge analysis, in e, for atoms 1 through 6: -0.749, 0.288, -0.404, 0.722, -0.934, -0.631

=====

6.
The following is a quantum chemistry calculation of the ion C3HNO4P with charge -1 at a distorted geometry, from OMol25.

Cartesian coordinates (Å):
O1 -1.9956 0.0203 -1.8901
C1 0.6365 0.4554 0.2778
O2 -0.5633 -2.1385 -1.6335
H1 -0.3513 0.0249 2.1640
O3 0.4519 0.1750 -1.0433
P1 -0.9446 -0.7746 -1.2370
N1 2.6050 1.8588 1.0827
C2 1.7196 1.2258 0.7024
O4 -1.2532 -0.7743 0.4877
C3 -0.3050 -0.0729 1.0892

Properties
LUMO: 0.139 Ha
calculated total energy: -812.17150 Ha
HOMO energy: -4.88 eV
SMILES: N#CC1=CO[P@@](=O)([O-])O1
charge: -1

Results of the natural (NBO) charge analysis, in e, for atoms 1 through 6: -1.132, 0.029, -1.132, 0.182, -0.742, 2.468

=====

Question: Look up the calculated total energy of the first one.
Answer: -1416.02798 Ha